DFT (the ωB97M-V functional and the def2-TZVPD basis) results for an isolated molecule of C4H6N2.

Summary:
Gap between HOMO and LUMO (alpha / beta): 7.87 / 8.62 eV
Highest occupied orbital energy (alpha / beta): -8.169 / -8.577 eV

Positions of all 12 atoms, in Å:
C 1.8373 -1.0386 0.2803
C -0.3440 -1.9809 -0.1566
C 1.5940 0.1423 -0.5957
C -1.7635 -0.2850 0.1561
N 0.6567 0.0101 0.4854
N -0.4187 -0.7647 0.1500
H 2.5382 -0.8357 1.0658
H 2.3228 0.8447 -0.5365
H 1.3276 -0.0945 -1.6739
H -1.8396 0.7887 -0.1610
H -2.2869 -1.0896 -0.4705
H -2.2010 -0.3788 1.1929

Here are the Mulliken charges for atoms 1 to 8, given in e: -0.49, -0.12, -0.17, -0.77, -0.66, 0.64, 0.20, 0.30

DFT (the ωB97M-V functional and the def2-TZVPD basis) results for a cluster of 2 separate species, C5H12NO in total.

Summary:
Gap between HOMO and LUMO (alpha / beta): 6.90 / 6.92 eV
Charge: +1
Highest occupied orbital energy (alpha / beta): -13.763 / -13.773 eV

Positions of all 19 atoms, in Å:
C 0.4296 1.2611 -0.5523
C 1.3705 1.1739 0.4705
C 1.1590 1.3586 1.9541
C -0.2549 -1.0958 -2.2954
C -1.5640 -1.2508 0.9619
N -0.7860 -0.6734 -1.0628
O -0.6270 -1.5258 -0.1189
H -0.6028 1.6239 -0.3987
H 0.6632 1.2824 -1.5929
H 2.2668 0.6924 0.0320
H 2.0095 1.8963 2.3832
H 0.9849 0.3336 2.4298
H 0.2961 1.9802 2.1414
H 0.7217 -0.5327 -2.5099
H 0.0526 -2.1506 -2.3181
H -0.8977 -0.8243 -3.1009
H -1.2379 -2.0174 1.6357
H -2.6192 -1.2640 0.5897
H -1.3645 -0.2677 1.3517

Here are the Mulliken charges for atoms 1 to 8, given in e: -1.10, 0.27, -1.02, -0.71, -0.41, 0.01, 0.04, 0.28

DFT (the ωB97M-V functional and the def2-TZVPD basis) results for a structure of composition C16H19BrN3O4PdSe2.

Summary:
Gap between HOMO and LUMO: 7.10 eV
Charge: -1
Highest occupied orbital energy: -4.581 eV

Positions of all 46 atoms, in Å:
Pd -0.4665 -0.6720 -2.6085
O 1.3485 -0.3162 -3.6330
N 2.3498 -0.8626 -3.0858
N 2.1141 -1.5131 -2.0158
O 0.9174 -1.6332 -1.4483
C 3.2053 -2.1425 -1.3425
C 4.5018 -2.0592 -1.8404
C 5.5283 -2.6753 -1.1462
C 5.2734 -3.3703 0.0301
C 3.9754 -3.4482 0.5087
C 2.9324 -2.8365 -0.1732
H 4.6913 -1.5156 -2.7532
H 6.5385 -2.6103 -1.5297
H 6.0828 -3.8491 0.5658
H 3.7636 -3.9909 1.4210
H 1.9117 -2.8920 0.1752
O -5.8268 1.1286 0.5863
C -4.7400 1.8154 -0.0055
C -3.4515 0.9830 -0.0516
C -3.2181 0.3143 1.3154
O -3.7355 1.0544 2.4286
C -2.3012 1.8988 -0.4803
Se -1.6445 3.1526 0.8669
C -3.6222 -0.1122 -1.1136
Se -2.2075 -1.4631 -1.1888
H -5.5823 1.0206 1.5153
H -4.5545 2.7591 0.5228
H -5.0305 2.0642 -1.0286
H -2.1564 0.0957 1.4564
H -3.7476 -0.6380 1.3371
H -3.2353 1.8822 2.4718
H -2.6087 2.5225 -1.3217
H -1.4624 1.3117 -0.8500
H -3.7138 0.3253 -2.1065
H -4.5385 -0.6622 -0.8939
Br -1.9180 0.4976 -4.1411
C -0.0424 2.3209 1.5052
C 0.5329 1.1734 0.9593
C 1.7703 0.7874 1.4389
C 2.3736 1.5206 2.4529
C 1.6970 2.6223 2.9435
N 0.5167 3.0284 2.4785
H 0.0583 0.5892 0.1798
H 2.2594 -0.0742 1.0026
H 3.3409 1.2478 2.8525
H 2.1209 3.2206 3.7434

Here are the Mulliken charges for atoms 1 to 8, given in e: 0.09, -0.63, -0.02, 0.79, -0.78, 0.18, -0.34, -0.45

DFT (the ωB97M-V functional and the def2-TZVPD basis) results for a cluster of 5 separate species, C31H44BO12PS in total.

Summary:
Structure (SMILES): Cc1cc(B(O)O)c2c(c1)C(=O)c1cccc([PH2]=S)c1C2=O.CCOC(C)=O.CCOC(C)=O.CCOC(C)=O.CCOC(C)=O
Gap between HOMO and LUMO: 7.26 eV
Highest occupied orbital energy: -8.562 eV

Positions of all 90 atoms, in Å:
C 2.5217 0.1278 2.4276
C 1.5352 -0.8634 1.7382
C 1.8578 -2.2561 1.4448
C 0.8463 -3.1423 0.8263
B 1.2906 -4.6575 0.5409
O 1.5866 -5.0316 -0.7925
O 1.4590 -5.6495 1.5236
C -0.4892 -2.6786 0.4864
C -0.7699 -1.2345 0.7598
C 0.2106 -0.3570 1.3680
C -2.1595 -0.5887 0.4194
O -2.2675 0.6099 0.2258
C -3.3480 -1.5873 0.4157
C -4.6699 -1.0574 0.6850
C -5.8126 -1.9793 0.6906
C -5.5747 -3.3922 0.4667
C -4.2135 -3.9146 0.2165
P -4.0651 -5.7515 -0.0131
S -3.6731 -6.5419 1.7472
C -3.0670 -3.0230 0.1596
C -1.6019 -3.5084 -0.1465
O -1.4610 -4.4650 -0.8843
H 2.9572 -0.4117 3.3192
H 2.0048 1.0355 2.8633
H 3.3308 0.4239 1.6986
H 2.8757 -2.6474 1.6941
H 0.7689 -5.1371 -1.3107
H 0.6368 -5.8083 2.0183
H -0.0628 0.6991 1.5493
H -4.7607 0.0353 0.8609
H -6.8145 -1.5234 0.8671
H -6.4714 -4.0622 0.4796
H -5.3732 -6.2254 -0.3660
H -3.1450 -6.1381 -1.0193
C -1.1097 5.5277 4.9804
C 0.1150 5.1722 4.1622
O 0.5747 3.8493 4.4661
C 0.0960 2.7343 3.8902
C -1.1794 2.8141 3.0916
O 0.6510 1.6786 4.0829
H -1.9487 4.8669 4.7568
H -1.4178 6.5560 4.7831
H -0.8977 5.4229 6.0461
H -0.0475 5.2928 3.0894
H 0.9321 5.8442 4.4279
H -2.0218 2.5665 3.7387
H -1.1294 2.0907 2.2806
H -1.3487 3.7823 2.6254
C 0.6687 -1.3075 -2.7232
C -0.0372 0.0176 -2.8163
O 0.8919 1.1067 -2.9126
C 1.4334 1.5316 -4.0664
C 1.3031 0.6724 -5.2966
O 2.0750 2.5514 -4.0893
H 1.2618 -1.5213 -3.6142
H -0.0607 -2.1098 -2.5911
H 1.3579 -1.3108 -1.8751
H -0.7598 0.0477 -3.6332
H -0.6020 0.1828 -1.8966
H 2.1856 0.0376 -5.3845
H 1.2432 1.3250 -6.1677
H 0.4061 0.0565 -5.3129
C 8.1699 -0.5323 2.2597
C 6.9316 -1.3783 2.0447
O 5.8555 -0.5956 1.5139
C 5.6815 -0.3410 0.2028
C 6.8025 -0.6360 -0.7579
O 4.6664 0.1846 -0.1752
H 8.5427 -0.1191 1.3212
H 8.9650 -1.1245 2.7163
H 7.9432 0.3133 2.9117
H 7.1242 -2.2529 1.4200
H 6.5837 -1.7569 3.0071
H 7.3992 0.2660 -0.8989
H 6.3686 -0.9311 -1.7132
H 7.4471 -1.4560 -0.4477
C -3.8997 4.7073 -3.2992
C -4.8019 3.6178 -3.8422
O -4.0377 2.5497 -4.4116
C -3.5346 1.5230 -3.7024
C -3.5041 1.5981 -2.1974
O -3.0439 0.5822 -4.2653
H -3.2641 4.3382 -2.4927
H -4.4916 5.5418 -2.9185
H -3.2361 5.0763 -4.0834
H -5.5028 3.2418 -3.0939
H -5.4064 4.0235 -4.6549
H -2.5372 1.9858 -1.8766
H -3.6362 0.5941 -1.7989
H -4.3014 2.2036 -1.7696

Here are the Mulliken charges for atoms 1 to 8, given in e: -0.73, 0.88, -1.33, 0.56, 0.85, -0.66, -0.56, 0.38

DFT (the ωB97M-V functional and the def2-TZVPD basis) results for the ion C8H13N2 with charge +1.

Summary:
Structure (SMILES): C=CC[C@@]1(C)N=CC=[N+]1C
Gap between HOMO and LUMO: 7.60 eV
Charge: +1
Highest occupied orbital energy: -12.925 eV

Positions of all 23 atoms, in Å:
C -2.7121 -0.4764 -1.7704
C -1.5629 0.1630 -1.5692
C -0.2386 -0.3588 -1.2799
C 0.1562 0.2965 0.0410
C 0.5483 1.7528 0.0366
N -1.2922 0.3976 1.1192
C -0.9185 -0.3432 2.0566
C 0.4754 -0.8353 1.9608
N 1.0307 -0.5038 0.8517
C 2.3516 -0.7118 0.4072
H -3.6102 0.1162 -1.8202
H -2.8249 -1.5916 -1.9368
H -1.6158 1.2823 -1.7125
H -0.1394 -1.5061 -1.1751
H 0.4397 0.0363 -1.9982
H -0.2874 2.3907 -0.4198
H 1.3446 2.0006 -0.6622
H 0.8923 2.2433 1.0605
H -1.4512 -0.5111 3.0513
H 1.0102 -1.4376 2.6786
H 2.9657 -1.4745 1.0046
H 3.1036 0.0378 0.6544
H 2.3348 -0.9669 -0.5783

Here are the Mulliken charges for atoms 1 to 8, given in e: -0.87, -0.16, -0.31, 0.48, -1.27, -0.41, -0.34, 0.07

DFT (the ωB97M-V functional and the def2-TZVPD basis) results for a cluster of 4 separate species, C4H15NO3 in total.

Summary:
Structure (SMILES): C=C(C)NC.O.O.O
Gap between HOMO and LUMO: 9.42 eV
Highest occupied orbital energy: -8.802 eV

Positions of all 23 atoms, in Å:
C 0.6160 -0.8667 0.1676
C 0.0265 0.1471 -0.4751
C 0.0193 1.5475 0.0458
N -0.6719 -0.0713 -1.6882
C -2.0449 0.4998 -1.7295
H 1.4684 -0.7826 0.8287
H 0.4891 -1.8894 -0.1735
H -0.8124 1.7051 0.7359
H -0.1263 2.2417 -0.7903
H 0.9490 1.7841 0.5473
H -0.6664 -1.0628 -1.8781
H -1.9962 1.3266 -2.4476
H -2.3005 0.9170 -0.7625
H -2.7798 -0.1600 -2.1850
O 1.4031 1.0158 3.5132
H 0.6176 0.4247 3.4271
H 2.1352 0.5023 3.9066
O -0.8639 -0.7897 2.8798
H -1.5900 -0.1433 2.8803
H -0.5942 -0.8876 1.9362
O 2.1901 -2.1884 -2.8228
H 2.5332 -1.8503 -3.6688
H 1.9991 -1.4197 -2.2471

Here are the Mulliken charges for atoms 1 to 8, given in e: -1.68, 1.24, -1.40, -0.26, -0.84, 0.35, 0.36, 0.30

| no. | F_max (eV/Å) | electronic energy (eV) |
| --- | --- | --- |
| 1 | 4.71 | -7217.0953 |
| 2 | 3.48 | -8904.9381 |
| 3 | 0.22 | -233776.0132 |
| 4 | 2.78 | -78231.7759 |
| 5 | 5.04 | -11476.9022 |
| 6 | 1.89 | -12023.1299 |